271
Properties=species:S:1:pos:R:3:lowdin_charge:R:1 method="wB97M-V/def2-TZVPD" e_homo_ev=-9.112 spin_multiplicity=1 fmax_ev_per_a=2.67 total_charge=0 gap_ev=9.55 e_tot_ev=-147933.4265
C 1.463 -0.839 6.287 -0.085
O 0.227 -0.151 6.514 -0.166
C -0.434 0.089 5.292 -0.213
C -1.676 0.841 5.564 -0.191
O -1.380 2.148 5.968 -0.107
C -2.390 3.084 5.843 -0.200
C -2.738 3.630 4.462 -0.153
O -1.571 4.350 3.947 -0.213
C -1.743 4.960 2.701 -0.131
H 2.227 -0.212 5.766 0.083
H 1.291 -1.684 5.611 0.053
H 1.891 -1.316 7.189 0.099
H -0.629 -0.864 4.830 0.101
H 0.211 0.683 4.605 0.123
H -2.308 0.293 6.314 0.154
H -2.215 0.848 4.624 0.104
H -2.140 4.014 6.380 0.130
H -3.348 2.687 6.283 0.139
H -3.612 4.277 4.515 0.125
H -2.965 2.872 3.736 0.103
H -0.873 5.623 2.553 0.092
H -2.702 5.464 2.633 0.087
H -1.759 4.204 1.892 0.063
C -5.010 -0.031 3.805 -0.067
O -3.730 -0.630 3.529 -0.242
C -3.463 -1.943 4.095 -0.153
C -3.963 -3.017 3.133 -0.153
O -5.415 -2.919 3.079 -0.164
C -5.986 -3.749 2.066 -0.185
C -7.499 -3.774 2.289 -0.183
O -7.833 -4.545 3.457 -0.199
C -9.069 -4.263 4.074 -0.125
H -4.938 0.385 4.817 0.086
H -5.795 -0.761 3.670 0.073
H -5.115 0.763 3.082 0.074
H -3.974 -2.004 5.086 0.146
H -2.406 -2.116 4.200 0.074
H -3.665 -3.992 3.504 0.118
H -3.629 -2.871 2.128 0.103
H -5.623 -4.792 2.166 0.128
H -5.750 -3.369 1.056 0.129
H -8.022 -4.171 1.419 0.122
H -7.824 -2.726 2.522 0.133
H -9.292 -5.082 4.763 0.085
H -9.956 -4.161 3.437 0.083
H -8.950 -3.317 4.648 0.093
C 3.366 -1.353 2.142 -0.104
O 4.727 -1.657 2.153 -0.186
C 5.559 -0.756 2.819 -0.218
C 6.986 -1.069 2.580 -0.197
O 7.351 -0.774 1.254 -0.129
C 8.738 -0.618 1.029 -0.197
C 9.013 -0.619 -0.462 -0.207
O 8.778 -1.779 -1.237 -0.171
C 7.444 -2.037 -1.532 -0.130
H 2.847 -2.140 1.605 0.061
H 3.208 -0.448 1.542 0.103
H 2.960 -1.351 3.155 0.086
H 5.290 -0.689 3.892 0.141
H 5.394 0.228 2.348 0.117
H 7.108 -2.134 2.731 0.129
H 7.580 -0.536 3.341 0.137
H 9.219 -1.467 1.519 0.127
H 9.247 0.287 1.399 0.129
H 10.053 -0.397 -0.709 0.126
H 8.409 0.241 -0.865 0.136
H 7.433 -2.914 -2.176 0.084
H 6.939 -1.192 -2.031 0.098
H 6.907 -2.323 -0.617 0.074
C 6.698 2.933 4.225 -0.079
O 5.561 2.100 3.994 -0.205
C 4.482 2.692 3.331 -0.200
C 3.205 2.267 4.069 -0.183
O 3.141 2.951 5.294 -0.114
C 1.894 2.965 5.967 -0.188
C 1.959 4.134 6.930 -0.166
O 2.027 5.372 6.219 -0.167
C 0.850 5.677 5.569 -0.136
H 7.285 3.199 3.349 0.081
H 7.258 2.281 4.889 0.087
H 6.415 3.862 4.748 0.095
H 4.430 2.283 2.326 0.114
H 4.454 3.770 3.372 0.121
H 3.181 1.186 4.166 0.099
H 2.285 2.448 3.449 0.123
H 1.752 2.090 6.643 0.132
H 1.093 3.037 5.252 0.097
H 2.911 4.000 7.448 0.131
H 1.126 4.150 7.633 0.126
H 0.539 4.973 4.812 0.053
H 0.931 6.674 5.145 0.093
H -0.013 5.684 6.249 0.089
C -1.497 -5.694 2.230 -0.109
O -1.451 -6.154 0.898 -0.193
C -2.784 -6.353 0.328 -0.181
C -2.666 -6.866 -1.096 -0.178
O -1.887 -8.054 -1.191 -0.163
C -2.638 -9.188 -0.857 -0.185
C -1.653 -10.402 -1.025 -0.184
O -1.479 -10.825 -2.350 -0.189
C -0.484 -10.154 -3.081 -0.111
H -2.340 -6.205 2.755 0.104
H -1.520 -4.592 2.299 0.072
H -0.580 -6.007 2.746 0.068
H -3.366 -5.410 0.297 0.119
H -3.353 -6.966 1.066 0.120
H -2.203 -6.053 -1.678 0.113
H -3.738 -7.025 -1.445 0.147
H -3.544 -9.366 -1.463 0.131
H -2.983 -9.119 0.213 0.132
H -2.000 -11.249 -0.473 0.113
H -0.661 -10.062 -0.666 0.125
H -0.446 -10.580 -4.102 0.093
H 0.483 -10.355 -2.570 0.098
H -0.706 -9.095 -3.226 0.076
C -3.147 6.830 -3.073 -0.091
O -2.069 6.010 -3.535 -0.204
C -1.228 6.659 -4.552 -0.164
C -0.075 7.406 -4.019 -0.141
O -0.610 8.612 -3.328 -0.144
C 0.002 8.829 -2.074 -0.187
C -0.437 7.852 -0.981 -0.212
O -1.689 8.266 -0.505 -0.189
C -2.074 7.486 0.603 -0.113
H -3.817 6.200 -2.479 0.080
H -3.686 7.265 -3.929 0.093
H -2.812 7.599 -2.381 0.068
H -1.851 7.299 -5.170 0.125
H -0.775 5.866 -5.152 0.106
H 0.632 7.647 -4.832 0.139
H 0.363 6.870 -3.205 0.089
H -0.210 9.857 -1.768 0.128
H 1.133 8.788 -2.201 0.136
H 0.317 7.735 -0.196 0.125
H -0.621 6.842 -1.365 0.112
H -1.992 6.428 0.378 0.061
H -3.086 7.804 0.862 0.103
H -1.393 7.543 1.467 0.081
C 2.095 4.508 -3.004 -0.110
O 1.788 4.516 -4.366 -0.230
C 2.774 4.822 -5.340 -0.171
C 2.232 4.645 -6.745 -0.217
O 1.183 5.486 -7.114 -0.123
C 0.702 5.163 -8.450 -0.149
C -0.404 4.150 -8.361 -0.199
O 0.041 2.830 -8.175 -0.198
C 0.192 2.109 -9.325 -0.128
H 2.538 5.471 -2.745 0.070
H 2.848 3.734 -2.758 0.096
H 1.171 4.408 -2.439 0.084
H 3.607 4.128 -5.205 0.129
H 3.079 5.854 -5.091 0.132
H 1.927 3.609 -6.814 0.112
H 3.099 4.724 -7.405 0.129
H 1.519 4.840 -9.075 0.118
H 0.448 6.128 -8.864 0.126
H -1.005 4.185 -9.275 0.124
H -1.078 4.479 -7.539 0.133
H 0.382 1.094 -9.075 0.084
H 0.960 2.488 -9.978 0.085
H -0.703 2.138 -9.974 0.097
C -4.076 -0.143 0.082 -0.052
O -3.327 0.545 -0.950 -0.220
C -2.484 -0.166 -1.883 -0.145
C -3.274 -0.665 -3.106 -0.201
O -3.967 -1.816 -2.699 -0.144
C -4.293 -2.697 -3.809 -0.149
C -5.273 -1.976 -4.699 -0.211
O -6.460 -1.511 -4.028 -0.167
C -7.282 -0.851 -4.959 -0.113
H -3.439 -0.910 0.568 0.078
H -4.971 -0.632 -0.345 0.093
H -4.386 0.623 0.777 0.074
H -2.019 -1.005 -1.334 0.095
H -1.689 0.543 -2.233 0.117
H -2.571 -0.863 -3.903 0.117
H -3.920 0.197 -3.322 0.135
H -4.716 -3.609 -3.374 0.129
H -3.392 -2.907 -4.382 0.124
H -5.549 -2.589 -5.567 0.126
H -4.743 -1.065 -5.072 0.108
H -7.248 -1.411 -5.888 0.075
H -6.829 0.090 -5.221 0.083
H -8.303 -0.782 -4.632 0.087
C -1.277 -3.476 -0.906 -0.093
O -1.274 -2.895 0.389 -0.186
C 0.044 -2.845 0.844 -0.201
C 0.054 -2.043 2.163 -0.169
O 0.283 -0.666 2.098 -0.133
C -0.728 0.072 1.535 -0.187
C -0.413 1.531 1.793 -0.162
O 0.506 1.957 0.791 -0.185
C 0.817 3.327 0.889 -0.112
H -0.912 -2.738 -1.660 0.092
H -2.289 -3.726 -1.167 0.082
H -0.576 -4.288 -1.006 0.057
H 0.662 -2.397 0.033 0.121
H 0.522 -3.832 1.003 0.115
H 0.812 -2.454 2.870 0.102
H -0.973 -2.210 2.568 0.115
H -1.699 -0.201 1.937 0.111
H -0.763 -0.200 0.460 0.127
H 0.140 1.642 2.750 0.117
H -1.348 2.086 1.825 0.102
H 1.864 3.409 0.583 0.085
H 0.710 3.749 1.892 0.073
H 0.125 3.909 0.243 0.079
C -2.476 1.131 -5.911 -0.118
O -2.121 1.849 -4.768 -0.201
C -0.817 2.451 -4.845 -0.143
C 0.415 1.510 -4.888 -0.182
O 0.570 0.580 -3.862 -0.125
C 0.947 1.157 -2.599 -0.158
C 1.413 0.014 -1.773 -0.185
O 2.694 -0.405 -2.267 -0.140
C 3.040 -1.665 -1.836 -0.135
H -2.401 1.844 -6.784 0.104
H -3.493 0.798 -5.793 0.066
H -1.814 0.293 -6.080 0.084
H -0.828 3.235 -4.082 0.106
H -0.879 2.988 -5.831 0.107
H 1.284 2.174 -4.916 0.111
H 0.348 0.933 -5.796 0.113
H 0.048 1.656 -2.170 0.127
H 1.779 1.835 -2.788 0.111
H 0.677 -0.812 -1.825 0.114
H 1.440 0.240 -0.709 0.111
H 2.290 -2.505 -1.992 0.094
H 3.137 -1.748 -0.739 0.076
H 3.940 -1.992 -2.307 0.075
C 5.293 -5.171 -0.951 -0.096
O 5.652 -5.746 0.292 -0.178
C 5.012 -5.068 1.392 -0.188
C 3.513 -5.134 1.463 -0.182
O 3.101 -6.534 1.467 -0.121
C 1.722 -6.787 1.110 -0.168
C 1.411 -6.873 -0.332 -0.221
O 1.372 -5.613 -0.938 -0.222
C 1.159 -5.710 -2.339 -0.089
H 5.850 -5.704 -1.729 0.096
H 5.549 -4.081 -0.942 0.074
H 4.207 -5.256 -1.080 0.072
H 5.270 -3.992 1.334 0.110
H 5.509 -5.437 2.282 0.127
H 3.058 -4.554 0.662 0.101
H 3.252 -4.653 2.428 0.126
H 1.120 -6.067 1.668 0.097
H 1.558 -7.801 1.464 0.134
H 0.439 -7.315 -0.445 0.100
H 2.212 -7.456 -0.849 0.150
H 0.263 -6.324 -2.512 0.087
H 2.020 -6.190 -2.810 0.090
H 1.069 -4.705 -2.734 0.079
C 3.622 6.122 0.871 -0.160
O 3.248 6.551 -0.409 -0.137
H 4.525 5.559 0.767 0.066
H 3.846 7.021 1.438 0.078
H 2.842 5.490 1.371 0.084
H 3.992 6.923 -0.888 0.080
C -2.231 3.875 -1.406 -0.097
O -1.871 3.172 -0.178 -0.173
H -2.864 3.218 -2.048 0.099
H -2.808 4.763 -1.140 0.056
H -1.352 4.180 -1.998 0.057
H -2.336 2.324 -0.233 0.052
C 0.603 -4.348 5.093 -0.162
O -0.793 -4.115 4.977 -0.130
H 1.214 -3.723 4.419 0.053
H 0.937 -4.295 6.141 0.091
H 0.782 -5.377 4.749 0.078
H -0.952 -3.410 5.635 0.083

22
Properties=species:S:1:pos:R:3:lowdin_charge:R:1 method="wB97M-V/def2-TZVPD" smiles="O=C=NP(P)#[PH2].C=C(C)C" e_homo_ev=-8.493 de_lowest_kcal_mol=0.64 spin_multiplicity=1 fmax_ev_per_a=5.71 total_charge=0 gap_ev=8.84 e_tot_ev=-36781.1585
C 0.195 -2.485 0.077 -0.467
C 1.730 0.042 1.348 -0.027
C 1.466 0.494 0.138 -0.469
C 1.983 -0.372 -1.046 -0.063
C 0.725 1.727 -0.189 -0.136
N -0.426 -1.453 0.303 -0.275
O 0.764 -3.436 -0.135 0.198
P -2.119 0.173 -1.690 0.527
P -1.693 0.604 1.735 0.580
P -2.116 -0.955 0.243 0.425
H 1.225 0.495 2.200 0.035
H 2.237 -0.900 1.583 0.072
H 0.995 -0.756 -1.420 0.059
H 2.740 -0.990 -0.676 0.049
H 2.351 0.252 -1.926 0.096
H -0.194 1.476 -0.732 -0.029
H 1.191 2.588 -0.711 0.095
H 0.241 2.126 0.727 0.030
H -2.826 -0.908 -2.182 -0.189
H -3.230 0.927 -1.231 -0.155
H -2.619 1.333 0.987 -0.182
H -2.617 0.018 2.597 -0.173

9
Properties=species:S:1:pos:R:3:lowdin_charge:R:1 method="wB97M-V/def2-TZVPD" smiles=O.O.S e_homo_ev=-10.749 de_lowest_kcal_mol=54.79 spin_multiplicity=1 fmax_ev_per_a=5.53 total_charge=0 gap_ev=10.52 e_tot_ev=-15025.2253
S -0.350 -0.010 -1.250 0.554
H 0.795 0.203 -2.199 -0.051
H 0.600 -0.999 -1.848 -0.045
H 0.137 1.109 0.342 -0.115
H -0.254 2.455 0.825 -0.023
O 0.224 1.735 1.131 -0.101
H -0.997 -1.656 1.398 -0.003
H -0.071 -1.188 0.361 -0.125
O -0.084 -1.649 1.239 -0.091